Density functional theory data (wB97M-V/def2-TZVPD) for C20H26N4S4Sr as an isolated structure at a distorted geometry.

```
55
Properties=species:S:1:pos:R:3:forces:R:3
Sr 0.0460 -0.0704 0.2260 -0.642 0.235 -8.483
C 0.6912 2.2051 2.8060 0.189 0.209 0.250
C 1.6032 1.0714 3.2293 0.260 0.161 0.601
S 1.9620 -0.0229 1.8564 3.095 0.205 1.692
C 1.6878 -1.6476 2.5551 0.196 -0.377 0.491
C 0.3057 -1.8549 3.1317 0.061 -0.455 0.735
S -0.9740 -1.6603 1.8976 -1.653 -2.586 1.834
C -2.1720 -0.6229 2.7387 -0.302 0.074 0.333
C -1.6133 0.6915 3.2405 -0.289 0.206 0.581
S -0.7784 1.6295 1.9525 -1.337 2.323 1.664
H 0.3793 2.7905 3.6756 0.123 0.056 -0.155
H 1.2084 2.8681 2.1098 -0.115 0.070 0.030
H 2.5406 1.4790 3.6134 -0.066 -0.031 0.006
H 1.1607 0.4746 4.0299 0.125 0.158 -0.071
H 1.8765 -2.3670 1.7538 0.157 0.034 0.031
H 2.4349 -1.8085 3.3385 -0.026 -0.153 -0.195
H 0.2429 -2.8635 3.5505 -0.009 0.108 -0.033
H 0.0922 -1.1614 3.9489 0.106 -0.219 -0.121
H -2.9743 -0.4419 2.0205 -0.043 -0.142 0.022
H -2.5875 -1.1874 3.5790 -0.105 0.086 -0.174
H -2.4333 1.2947 3.6410 0.116 -0.062 -0.008
H -0.9001 0.5415 4.0548 -0.189 0.048 -0.099
C 3.9161 0.5661 -4.1752 0.704 -0.448 0.204
N 2.6694 1.2571 -4.3111 -0.869 0.185 0.208
C 2.2958 2.0888 -5.3275 -0.772 0.583 -0.263
C 1.0520 2.5379 -5.0439 0.585 0.017 -0.419
N 0.6582 1.9824 -3.8319 0.895 -0.411 -0.095
C 1.6783 1.1743 -3.4020 0.194 -0.597 1.170
S 1.9224 0.1959 -1.9994 0.069 0.721 -0.365
C -0.5779 2.2849 -3.2275 -1.096 0.076 0.568
C -1.2658 3.4301 -3.6539 0.130 -0.178 0.106
C -2.5444 3.6639 -3.1901 0.157 -0.451 0.195
C -3.1058 2.7495 -2.3074 -0.049 -0.065 0.117
C -2.3332 1.6806 -1.8870 0.503 0.177 -0.273
N -1.0805 1.4474 -2.3136 0.167 0.397 -0.257
H 4.5469 0.7597 -5.0377 -0.089 0.046 -0.038
H 3.7310 -0.5011 -4.0680 0.056 -0.014 -0.138
H 4.4127 0.8918 -3.2631 0.088 0.063 -0.052
H 2.9222 2.3106 -6.1712 0.063 -0.072 -0.035
H 0.4169 3.1752 -5.6214 -0.061 0.049 -0.080
H -0.8232 4.1453 -4.3228 0.157 0.032 -0.113
H -3.0907 4.5332 -3.5212 -0.053 0.061 0.001
H -4.1149 2.8791 -1.9508 -0.081 -0.045 0.080
H -2.7095 0.9378 -1.1889 -0.201 0.100 0.012
C -2.1033 -3.6649 -3.6623 0.204 0.337 0.240
C -2.8210 -3.1509 -2.5936 -0.046 0.095 0.076
C -2.2467 -2.1627 -1.8051 0.210 -0.149 -0.263
N -1.0145 -1.6685 -2.0009 -0.099 -0.476 0.191
C -0.3285 -2.1733 -3.0419 -0.046 0.096 0.076
C -0.8344 -3.1531 -3.8882 -0.041 0.071 0.089
H -2.5193 -4.4336 -4.2956 -0.021 -0.047 -0.036
H -3.8118 -3.5169 -2.3763 -0.110 0.038 0.079
H -2.8028 -1.7461 -0.9731 -0.102 -0.030 0.091
H 0.6684 -1.7631 -3.1952 -0.235 -0.129 0.045
H -0.2418 -3.5181 -4.7116 0.139 0.019 -0.052
```
Positions in Å, forces in eV/Å.

Output
Charge: +2

Atom charges from the Mulliken analysis, given in e for atoms 1 to 8: 1.11, -0.69, -0.73, -0.15, -0.77, -0.60, -0.22, -0.73

Density functional theory data (wB97M-V/def2-TZVPD) for a 2-piece molecular cluster, C20H26NO overall at a distorted geometry.

```
48
Properties=species:S:1:pos:R:3:forces:R:3
C -4.9763 -0.6940 2.6800 -0.053 -0.266 0.037
C -3.5358 -0.2970 2.6599 0.028 0.344 -0.331
C -3.1991 1.0599 2.5545 0.141 0.338 0.009
C -1.8827 1.4530 2.4422 0.095 -0.020 -0.163
C -0.8158 0.4967 2.4214 -0.176 0.312 0.175
C 0.4906 1.0063 2.1849 -0.096 -0.709 2.060
C 1.7610 0.3584 2.3162 0.470 0.074 -0.132
C 2.9020 1.1948 2.5198 -0.440 0.012 -0.098
C 4.1725 0.6625 2.6532 0.017 -0.160 0.101
C 4.3581 -0.7286 2.6655 -0.361 0.655 -0.176
C 3.2520 -1.5678 2.5071 -0.477 -0.175 -0.127
C 1.9801 -1.0435 2.2904 0.225 -0.113 0.140
C -1.1717 -0.8502 2.7322 -0.226 -0.152 -0.106
C -2.5033 -1.2363 2.7612 0.429 -0.236 0.093
H -5.0776 -1.7820 2.6800 -0.082 0.174 0.022
H -5.4710 -0.2939 3.5734 0.088 -0.063 -0.132
H -5.5064 -0.2899 1.8087 0.150 -0.046 0.158
H -4.0014 1.8001 2.5434 0.299 -0.151 0.050
H -1.6250 2.5150 2.4172 -0.141 -0.314 -0.314
H 0.5373 2.0958 2.1435 0.019 -0.143 -0.311
H 2.7377 2.2720 2.6094 0.177 -0.349 -0.247
H 5.0250 1.3356 2.7366 -0.208 -0.239 0.129
H 5.3597 -1.1407 2.7678 -0.237 0.041 0.027
H 3.3860 -2.6507 2.5283 -0.041 0.344 -0.084
H 1.1451 -1.7156 2.1006 0.481 0.148 -0.116
H -0.4130 -1.5752 3.0208 -0.297 0.165 -0.375
H -2.7706 -2.2910 2.8736 0.213 0.377 0.174
C 4.3505 3.3682 0.2110 -0.071 0.128 0.021
O 3.3333 2.4164 -0.0766 0.520 0.291 -0.121
C 2.8555 2.5693 -1.3953 -0.479 -0.271 -0.634
C 1.8725 1.4322 -1.6770 1.342 -0.398 -0.365
C 1.2013 1.5311 -3.0607 0.189 0.142 0.417
C -0.2095 0.9822 -2.8322 -0.202 -0.297 0.132
C -0.4652 1.0894 -1.3084 -0.904 0.053 -0.077
N 0.8028 1.4354 -0.7551 -0.500 0.802 0.583
H 4.7899 3.0739 1.1717 -0.004 0.215 -0.264
H 5.1354 3.3870 -0.5729 -0.339 -0.143 0.385
H 3.9250 4.3874 0.2899 0.163 -0.351 0.007
H 2.3217 3.5351 -1.5080 0.249 -0.252 0.036
H 3.6855 2.5134 -2.1291 -0.212 0.137 0.321
H 2.4417 0.4791 -1.6053 0.048 0.269 -0.187
H 1.1542 2.5786 -3.3713 0.058 -0.055 0.003
H 1.7616 0.9677 -3.8115 -0.127 0.156 0.071
H -0.9530 1.5426 -3.4081 0.096 -0.263 0.112
H -0.2540 -0.0704 -3.1221 -0.074 0.140 -0.100
H -1.2042 1.8791 -1.0955 -0.003 -0.196 -0.064
H -0.8729 0.1513 -0.8873 0.056 0.125 -0.249
H 0.9777 1.3757 0.2310 0.196 -0.078 -0.488
```
Positions in Å, forces in eV/Å.

Output
Charge: +1

Atom charges from the Mulliken analysis, given in e for atoms 1 to 8: -1.41, 1.06, -0.71, -0.63, 1.07, -0.98, 1.51, -0.09

Density functional theory data (wB97M-V/def2-TZVPD) for C20H27AlCaCl4F4N3O10S2 as an isolated structure at a distorted geometry.

```
72
Properties=species:S:1:pos:R:3:forces:R:3
C 4.0758 -1.5636 0.9878 -2.132 9.379 -2.760
C 3.7386 -0.2030 0.7198 1.909 -9.778 0.931
C 3.1548 1.2397 0.1076 0.706 -4.215 1.129
C 3.6794 1.2265 -1.4444 1.177 1.344 -0.162
C 3.3173 2.5664 -2.3163 0.091 0.705 -0.480
C 3.7768 3.9860 -1.6375 -0.769 0.448 -0.257
O 4.0667 2.4533 -3.6038 -2.219 0.580 0.198
O 3.7837 2.2181 1.0531 -2.540 0.336 0.502
S 2.7583 2.5061 2.4054 -3.150 1.036 3.929
O 3.2518 1.9712 3.7815 -1.310 2.125 -6.208
O 1.9650 3.8667 2.4357 4.066 -5.304 -0.824
O 1.5445 1.3831 1.9293 1.418 0.757 -1.688
C 1.5478 1.1796 0.4421 -1.759 -0.254 0.485
C 0.5797 2.2572 -0.3255 0.767 1.602 0.202
C -0.7209 2.7631 0.5336 -0.707 0.485 -0.737
C -2.0493 1.7962 0.3033 -0.303 0.422 0.084
C -2.7943 1.3430 1.6927 -0.243 -1.068 -1.320
S -3.1179 2.7476 2.9036 -4.682 3.247 1.315
O -3.1819 4.0999 2.1525 1.175 -5.296 2.622
O -4.4192 2.4336 3.7200 5.451 0.549 -3.013
O -1.8192 2.6719 4.0579 -0.940 -0.896 -2.612
C 0.7324 -0.2512 0.1984 -1.362 -4.013 -1.189
C 0.7160 -0.9107 -1.3375 -2.587 -2.597 3.393
C -0.1514 -2.3127 -1.5323 1.418 2.515 4.173
C -0.9085 -2.8950 -0.2013 2.441 1.058 0.142
N -0.8895 -2.3387 1.1940 3.620 3.420 -5.706
C -0.1046 -1.0669 1.3463 1.234 0.989 -1.941
H 4.5073 -2.6761 0.9604 -1.120 3.252 0.257
H 3.3302 0.2675 -2.0171 0.514 1.746 1.463
H 4.8702 1.1613 -1.3894 -2.646 0.122 -0.056
H 2.1822 2.5924 -2.6011 1.985 -0.079 0.834
H 3.2284 4.2203 -0.6037 1.436 -0.680 -2.129
H 4.9480 4.0304 -1.5526 -2.414 -0.174 0.002
H 3.4252 4.8653 -2.3635 0.869 -2.017 1.464
H 3.4923 2.8709 -4.3376 1.381 -0.953 1.868
H 1.2556 3.2189 -0.5335 -1.509 -2.079 0.466
H 0.2315 1.8543 -1.3739 0.757 0.634 2.118
H -0.5116 2.9684 1.6748 -0.115 -0.550 -2.451
H -1.0288 3.8226 0.0773 0.820 -2.373 1.111
H -2.8334 2.4028 -0.3429 1.593 -1.334 1.480
H -1.8101 0.8100 -0.3007 -0.384 1.957 1.297
H -2.2348 0.4889 2.2644 -0.828 1.698 -0.884
H -3.8550 0.9140 1.3807 2.022 1.172 1.002
H -1.0969 2.0907 3.6765 -0.941 1.041 0.463
H 1.2590 -0.4401 -2.2612 -1.138 -0.950 2.061
H -0.2551 -2.8932 -2.5573 0.593 1.497 2.549
H -1.5546 -3.8861 -0.3658 2.157 2.143 0.974
H -0.0963 -0.5804 2.4371 0.109 -1.309 -2.595
Ca -2.2192 -3.2758 2.5443 -0.377 -0.288 0.968
C 2.7068 -5.5639 -2.6497 0.423 1.063 0.473
C 3.2053 -4.2528 -2.0644 2.699 7.080 3.158
N 3.6188 -3.1650 -1.5788 -3.407 -8.647 -3.920
H 3.5517 -6.1544 -3.0148 -0.086 0.192 0.088
H 2.1769 -6.1366 -1.8836 0.136 0.160 -0.053
H 2.0251 -5.3657 -3.4813 0.158 0.069 0.120
C 0.6235 -1.4251 7.2612 0.236 0.219 0.291
N 0.3002 -1.6442 5.8255 0.513 1.068 -0.817
O 0.6577 -0.7720 5.0253 -1.000 -1.792 0.919
O -0.3033 -2.6857 5.5425 0.073 0.798 -0.493
H 1.1518 -0.4748 7.3633 -0.153 -0.244 -0.200
H -0.3193 -1.4033 7.8116 0.144 -0.155 -0.120
H 1.2547 -2.2543 7.5871 -0.228 0.048 -0.058
C -4.0193 -3.4921 -2.7562 -1.254 0.395 -1.114
Cl -4.8954 -4.6262 -1.6974 0.278 0.098 0.047
Cl -5.0638 -2.0968 -3.1256 0.490 -0.628 0.114
Cl -2.5444 -2.9279 -1.9309 -2.781 0.106 -1.784
Cl -3.5733 -4.3177 -4.2708 -0.020 0.248 0.607
F -9.1189 0.7611 -5.1191 1.919 -0.821 -0.963
Al -7.6639 0.1528 -5.9888 -0.500 0.292 -0.465
F -7.8593 0.4357 -7.7568 0.344 -0.408 2.307
F -7.4739 -1.6114 -5.6805 0.004 1.966 -0.128
F -6.2032 1.0260 -5.3991 -1.521 -1.159 -0.482
```
Positions in Å, forces in eV/Å.

Output
Charge: +1

Atom charges from the Mulliken analysis, given in e for atoms 1 to 8: -0.94, -0.46, 1.40, -0.44, 0.22, -1.03, -0.56, -0.35

no.,highest occupied orbital energy (eV)
1,-13.143
2,-10.640
3,-11.084